Formula: C2H26NO13
Source: the OMol25 dataset
Level of theory: ωB97M-V with the def2-TZVPD basis set

As for the energy relative to the best compared isomer or geometry (same formula, charge and spin): 0.0 kcal/mol. For the HOMO energy, the calculation gives -6.16 eV.

Geometry as ORCA input:
```
! wB97M-V def2-TZVPD RIJCOSX def2/J DEFGRID3
* xyz -1 1
O -2.98 2.50 0.96
C -1.88 1.99 1.08
N -1.62 0.70 0.51
C -0.25 0.23 0.25
O 0.35 0.88 -0.69
H -1.13 2.49 1.65
H -2.39 0.10 0.01
H -0.39 -0.91 -0.06
H 0.16 0.28 1.24
H 1.66 -0.03 -0.50
H 3.16 -0.10 -1.11
O 2.52 -0.62 -0.56
H 3.34 -1.64 1.64
H 2.59 -1.41 2.88
O 2.89 -2.11 2.27
H -2.76 -1.25 -1.69
H -2.58 0.27 -2.13
O -3.31 -0.45 -1.81
H 1.54 1.13 2.23
H 0.59 0.92 3.40
O 1.43 0.61 2.98
H 1.70 -2.14 0.27
H 0.53 -2.61 1.01
O 0.88 -2.64 0.27
H -1.89 3.02 -1.57
H -0.68 2.17 -1.23
O -1.00 3.08 -1.35
H 0.01 0.91 -2.44
H -0.22 2.25 -3.20
O -0.29 1.33 -3.27
H 1.04 3.35 0.44
H 1.14 1.91 0.17
O 1.58 2.64 0.73
H -0.89 -2.74 -0.54
H -0.76 -2.39 -2.19
O -1.35 -2.62 -1.41
H -0.76 -1.17 3.56
H -1.86 -1.25 2.54
O -1.22 -1.78 3.03
H 0.75 -1.23 -3.13
H 1.48 -1.70 -1.76
O 0.89 -1.95 -2.48
*
```

***

Formula: C5H4NO5
Source: the OMol25 dataset
Level of theory: ωB97M-V with the def2-TZVPD basis set

As for the energy relative to the best compared isomer or geometry (same formula, charge and spin): 50.1 kcal/mol. For the HOMO energy, the calculation gives -4.95 eV.

Geometry as ORCA input:
```
! wB97M-V def2-TZVPD RIJCOSX def2/J DEFGRID3
* xyz -1 1
C 1.09 0.21 0.25
C 0.66 0.24 1.58
C -1.88 -1.90 0.19
C 0.27 -0.66 -0.42
C -0.72 -1.00 0.45
N -2.05 1.72 -0.16
O -2.88 -1.32 -0.40
O -1.75 -3.14 0.42
O -3.19 1.16 -0.49
O -2.01 2.95 -0.29
O -0.44 -0.51 1.67
H 1.78 0.87 -0.13
H 0.94 0.72 2.50
H -3.01 -0.06 -0.58
H -0.03 -0.72 -1.48
*
```

***

Formula: C2H5NO2
Source: the OMol25 dataset
Level of theory: ωB97M-V with the def2-TZVPD basis set

As for the energy relative to the best compared isomer or geometry (same formula, charge and spin): 131.2 kcal/mol. For the HOMO energy, the calculation gives -8.39 eV.

Geometry as ORCA input:
```
! wB97M-V def2-TZVPD RIJCOSX def2/J DEFGRID3
* xyz 0 1
C -1.39 -0.17 0.54
C 1.30 -0.29 -0.45
N -0.77 -0.48 -0.70
O -1.15 0.85 -0.37
O 1.43 0.72 0.40
H -2.47 -0.38 0.80
H -0.80 -0.25 1.47
H 1.42 -0.08 -1.43
H 1.45 -1.35 -0.09
H 0.99 1.44 -0.16
*
```

***

Formula: C43H79Br21HgN4O4
Source: the OMol25 dataset
Level of theory: ωB97M-V with the def2-TZVPD basis set

For the HOMO energy, the calculation gives 0.36 eV.

Geometry as ORCA input:
```
! wB97M-V def2-TZVPD RIJCOSX def2/J DEFGRID3
* xyz -2 1
Hg 0.07 0.08 -1.86
C -4.28 -3.13 0.70
C -3.47 -3.39 2.01
C -4.48 -3.82 3.17
C -3.85 -4.44 4.42
C -2.79 -5.52 4.10
C -1.71 -5.00 3.10
N -2.45 -4.57 1.86
O -1.60 -4.45 0.70
C -0.86 -6.23 2.81
C -0.81 -3.91 3.77
C -2.86 -1.99 2.43
H -4.99 -2.32 0.75
H -4.90 -3.98 0.40
H -3.59 -2.99 -0.13
H -5.29 -4.47 2.84
H -5.13 -2.99 3.42
H -4.72 -4.85 4.92
H -3.35 -3.77 5.13
H -3.22 -6.44 3.71
H -2.28 -5.95 4.97
H 0.14 -5.99 2.45
H -1.31 -7.03 2.22
H -0.65 -6.74 3.75
H -0.18 -4.42 4.49
H -1.34 -3.14 4.34
H -0.22 -3.37 3.04
H -2.49 -1.77 3.43
H -3.53 -1.14 2.30
H -2.00 -1.85 1.78
C -2.19 -1.39 -5.59
C -1.78 -0.31 -4.61
C -2.51 1.01 -4.97
C -3.84 1.20 -4.31
C -3.78 0.90 -2.79
C -3.22 -0.50 -2.44
N -1.94 -0.65 -3.16
O -1.29 -1.89 -2.70
C -4.29 -1.58 -2.81
C -3.12 -0.47 -0.85
C -0.23 0.02 -4.80
H -1.88 -1.16 -6.61
H -3.23 -1.71 -5.60
H -1.66 -2.30 -5.31
H -2.76 0.97 -6.03
H -1.89 1.88 -4.78
H -4.58 0.66 -4.89
H -4.15 2.25 -4.35
H -4.79 0.97 -2.38
H -3.20 1.71 -2.37
H -4.70 -1.55 -3.82
H -5.23 -1.42 -2.29
H -3.98 -2.61 -2.63
H -2.48 -1.27 -0.50
H -4.07 -0.62 -0.33
H -2.71 0.46 -0.46
H -0.12 0.33 -5.83
H 0.34 -0.91 -4.80
H 0.19 0.72 -4.08
C 3.42 -2.13 -3.13
C 2.70 -3.42 -2.54
C 3.79 -4.58 -2.51
C 4.68 -4.66 -1.21
C 3.85 -4.50 0.09
C 3.00 -3.19 0.00
N 2.11 -3.22 -1.18
O 1.11 -2.12 -1.12
C 3.99 -1.94 0.12
C 2.22 -3.16 1.33
C 1.69 -3.82 -3.66
H 4.50 -2.13 -2.99
H 3.23 -1.27 -2.50
H 3.20 -2.02 -4.19
H 4.46 -4.45 -3.36
H 3.38 -5.57 -2.69
H 5.52 -3.96 -1.19
H 5.25 -5.58 -1.21
H 4.65 -4.37 0.82
H 3.24 -5.39 0.24
H 4.63 -1.93 -0.77
H 4.50 -1.91 1.08
H 3.36 -1.08 -0.11
H 1.75 -2.23 1.64
H 2.84 -3.33 2.21
H 1.45 -3.93 1.25
H 1.31 -4.83 -3.47
H 2.19 -4.03 -4.60
H 0.91 -3.08 -3.76
C -0.61 1.11 1.45
C 0.50 2.11 1.02
C 1.73 1.63 1.87
C 3.07 2.14 1.38
C 3.30 2.01 -0.15
C 2.08 2.49 -0.96
N 0.76 2.04 -0.47
O -0.39 2.28 -1.35
C 2.41 1.90 -2.37
C 2.13 4.00 -1.23
C 0.15 3.52 1.46
H -0.48 0.11 1.04
H -1.58 1.41 1.05
H -0.80 1.11 2.52
H 1.68 0.56 2.08
H 1.67 2.13 2.84
H 3.87 1.64 1.94
H 3.25 3.19 1.61
H 3.57 0.99 -0.44
H 4.15 2.67 -0.31
H 1.76 2.23 -3.18
H 2.30 0.82 -2.28
H 3.37 2.25 -2.73
H 3.07 4.42 -1.60
H 1.88 4.60 -0.35
H 1.28 4.33 -1.82
H 1.11 4.04 1.53
H -0.43 3.60 2.38
H -0.53 3.98 0.73
C 4.98 7.15 -2.40
Br 3.83 7.50 -0.80
Br 4.06 5.89 -3.68
Br 6.73 6.44 -1.85
H 5.08 8.09 -2.93
C -0.07 7.94 0.16
Br -0.31 7.71 2.12
Br 0.30 9.79 -0.48
Br -1.57 7.10 -0.77
H 0.85 7.40 -0.03
C -1.88 0.73 5.10
Br -3.35 0.99 3.92
Br -2.47 0.09 6.95
Br -0.87 2.47 5.14
H -1.19 -0.06 4.79
C -3.27 5.34 3.91
Br -4.03 6.56 2.58
Br -4.63 4.58 5.21
Br -1.86 6.10 4.97
H -2.81 4.49 3.41
C 1.80 5.94 4.21
Br 2.71 6.18 2.54
Br 2.15 7.54 5.33
Br 2.36 4.20 5.12
H 0.72 5.88 4.08
C -0.35 5.12 -4.32
Br -2.19 4.54 -3.91
Br -0.38 6.81 -5.41
Br 0.67 3.82 -5.50
H 0.18 5.30 -3.39
C 2.93 -1.21 4.45
Br 4.81 -1.48 4.09
Br 2.65 0.42 5.54
Br 2.03 -2.80 5.20
H 2.45 -1.13 3.47
*
```